1.
ORCA calculation (ωB97M-V with the def2-TZVPD basis set) on 3 unconnected molecules or ions with the total composition H6O3 in a non-equilibrium geometry.

```
9
Properties=species:S:1:pos:R:3:forces:R:3:lowdin_charge:R:1
O -30.237 -1.589 27.165 -0.87 -1.75 -0.36 -0.03
H -29.416 -2.079 27.051 0.17 0.70 0.05 0.05
H -30.129 -0.690 27.415 0.73 0.92 0.30 0.03
O -28.724 -5.230 27.932 2.33 0.73 -0.10 -0.06
H -29.563 -4.960 28.245 -2.09 -0.04 0.28 -0.05
H -28.219 -4.420 28.150 0.14 -0.89 -0.27 0.04
O -31.242 -4.278 28.031 0.09 -1.01 0.99 -0.02
H -31.062 -3.362 27.922 0.05 1.54 -0.29 -0.01
H -31.915 -4.503 27.407 -0.55 -0.19 -0.59 0.05
```
Forces are in eV/Å.

## Properties
frontier orbital gap = 0.415 Ha
lowest unoccupied orbital energy = 0.5 eV
SMILES = O.O.O
2S+1 = 1
max |F| = 2.44 eV Å⁻¹
electronic energy = -6239.7472 eV



2.
ORCA calculation (ωB97M-V with the def2-TZVPD basis set) on a molecular structure, C33H30IN7NdO5SSe in a non-equilibrium geometry.

```
79
Properties=species:S:1:pos:R:3:forces:R:3:lowdin_charge:R:1
Nd 0.287 -0.186 0.160 1.55 -1.30 0.08 1.64
C -0.001 -3.331 3.400 -0.14 -0.06 -0.01 -0.07
O 0.133 -2.302 4.370 0.15 0.19 -0.14 -0.08
C -0.572 -1.128 4.275 -0.02 -0.15 -0.16 -0.21
C -0.884 -0.544 5.486 -0.09 0.10 0.04 0.00
C -1.568 0.668 5.562 0.01 -0.01 0.12 -0.09
C -1.913 1.316 4.403 0.04 0.10 -0.17 -0.06
C -1.567 0.782 3.150 0.08 -0.40 0.16 -0.17
C -1.804 1.611 1.990 0.00 -0.03 -0.32 -0.08
N -1.280 1.378 0.838 -1.07 0.64 0.02 -0.21
N -1.463 2.348 -0.142 -0.24 0.49 -0.15 0.04
C -0.897 2.069 -1.295 -0.48 0.39 0.41 -0.52
O -0.316 0.957 -1.618 -0.61 0.91 -0.93 -0.26
C -0.915 3.171 -2.292 0.10 -0.05 -0.14 -0.16
C -0.923 2.867 -3.650 0.05 -0.03 0.04 -0.03
C -0.895 3.884 -4.591 0.00 -0.02 -0.03 -0.08
C -0.840 5.208 -4.180 0.00 0.01 -0.03 -0.08
C -0.825 5.516 -2.826 0.00 0.04 0.00 -0.07
C -0.867 4.502 -1.883 -0.07 -0.09 0.01 -0.03
C -0.913 -0.485 3.051 -0.39 0.17 0.58 -0.29
O -0.632 -1.014 1.892 -0.59 -0.60 1.41 -0.27
H 0.470 -4.207 3.843 -0.04 0.02 0.02 0.09
H 0.495 -3.084 2.464 0.04 0.06 -0.04 0.06
H -1.050 -3.555 3.193 -0.01 0.05 0.02 0.10
H -0.591 -1.068 6.387 -0.01 -0.04 -0.02 0.12
H -1.826 1.088 6.524 0.02 -0.01 0.00 0.11
H -2.431 2.268 4.438 0.00 -0.01 0.00 0.11
H -2.396 2.517 2.120 0.03 0.03 -0.04 0.14
H -0.959 1.828 -3.955 0.02 0.01 -0.01 0.11
H -0.917 3.644 -5.647 0.00 0.01 0.00 0.10
H -0.810 6.001 -4.917 -0.01 0.01 0.01 0.10
H -0.785 6.550 -2.508 0.01 -0.01 0.01 0.11
H -0.869 4.717 -0.823 -0.01 0.05 -0.02 0.10
Se -2.326 -6.911 -3.717 -0.17 -0.45 -0.26 1.17
N -3.118 -5.402 -3.284 -0.24 0.45 0.11 -0.23
C -2.249 -4.676 -2.626 0.12 -0.35 -0.12 -0.33
C -2.530 -3.362 -2.085 0.07 0.37 0.18 -0.08
C -3.793 -2.769 -2.167 0.10 -0.08 -0.01 0.03
C -3.985 -1.535 -1.594 -0.02 -0.02 -0.02 -0.01
C -2.911 -0.916 -0.959 -0.04 0.08 0.01 -0.08
N -1.705 -1.456 -0.886 -0.10 -0.32 -0.18 0.04
C -1.505 -2.666 -1.431 -0.39 -0.02 -0.08 -0.13
C -0.177 -3.268 -1.264 0.22 -0.34 -0.02 -0.12
N 0.759 -2.551 -0.616 -0.12 -0.67 -0.25 0.02
C 1.934 -3.112 -0.359 0.05 0.03 0.03 -0.13
C 2.260 -4.407 -0.745 0.04 -0.06 -0.03 -0.02
C 1.330 -5.136 -1.451 -0.10 0.06 -0.02 0.03
C 0.084 -4.568 -1.722 0.25 0.29 0.20 -0.07
C -0.954 -5.275 -2.442 -0.32 -0.18 -0.17 -0.34
N -0.803 -6.472 -2.954 0.46 0.13 0.22 -0.23
H -4.587 -3.307 -2.667 -0.03 0.04 0.00 0.13
H -4.947 -1.043 -1.627 0.00 0.00 0.02 0.12
H -3.035 0.050 -0.484 0.03 0.02 -0.05 0.11
H 2.641 -2.497 0.189 -0.01 0.01 0.00 0.11
H 3.224 -4.826 -0.494 0.01 0.04 0.01 0.12
H 1.531 -6.144 -1.792 0.01 0.00 0.01 0.13
O 2.324 0.137 -0.900 1.13 0.07 -0.17 -0.73
S 2.537 -0.078 -2.383 0.59 -0.06 -0.49 0.99
C 3.241 1.497 -3.002 -0.19 -0.08 -0.11 -0.28
C 4.659 1.215 -3.484 0.06 -0.09 0.11 -0.22
C 5.216 0.169 -2.522 0.01 0.08 -0.08 -0.23
C 4.161 -0.926 -2.491 -0.17 0.16 -0.02 -0.29
H 3.225 2.148 -2.128 -0.05 -0.02 0.03 0.10
H 2.580 1.896 -3.769 -0.04 0.02 0.06 0.09
H 5.254 2.128 -3.494 -0.03 0.01 -0.03 0.12
H 4.641 0.811 -4.498 0.03 0.05 -0.02 0.12
H 5.331 0.605 -1.528 0.03 -0.03 0.01 0.12
H 6.184 -0.216 -2.842 -0.01 -0.02 0.02 0.12
H 4.232 -1.598 -1.638 -0.12 -0.03 -0.01 0.08
H 4.153 -1.506 -3.415 -0.01 -0.01 0.00 0.10
N 3.718 0.284 3.349 0.02 -0.07 0.03 0.21
C 2.551 0.487 2.728 0.08 -0.04 0.08 -0.63
O 2.109 -0.305 1.895 0.24 0.03 0.25 -0.12
C 1.813 1.751 3.079 0.06 0.10 -0.45 -0.44
I 1.579 2.810 1.215 0.30 0.40 0.49 1.09
H 4.232 -0.561 3.158 -0.02 -0.03 -0.01 0.13
H 4.078 0.915 4.042 -0.06 0.02 0.02 0.12
H 2.330 2.395 3.781 0.03 0.02 -0.03 0.06
H 0.809 1.520 3.427 -0.02 -0.02 0.03 0.04
```
Forces are in eV/Å.

## Properties
frontier orbital gap (spin up / spin down) = 0.243 / 0.243 Ha
lowest unoccupied orbital energy (spin up / spin down) = -3.1 / -3.1 eV
2S+1 = 4
max |F| = 2.02 eV Å⁻¹
expectation value of S² = 3.75
charge = +1
electronic energy = -154934.6488 eV



Which of these has the highest max |F|?
H6O3



What is the electronic energy in the first record?
-6239.7472 eV